[1]
Molecular formula: C12H31BNO2Rb
Method: DFT, ωB97M-V/def2-TZVPD

```
48
Properties=species:S:1:pos:R:3:forces:R:3
Rb -3.9401 -3.0690 18.3730 0.0 0.0 -0.3
B -5.0949 -5.1753 16.4279 0.1 -0.5 -0.1
H -5.8193 -5.9518 15.9673 -0.9 -0.9 -0.7
H -5.3746 -5.0501 17.5304 -0.7 0.2 2.2
H -4.0070 -5.5888 16.4085 1.6 -0.4 -0.1
H -5.1845 -4.1506 15.9175 -0.1 1.9 -1.0
C 0.9419 -1.5766 20.2824 -1.6 0.6 -0.7
C -0.4052 -2.3359 20.4342 -0.2 0.6 -0.7
C -0.5938 -2.9092 21.8242 0.5 -0.7 1.3
C -1.0752 -1.9579 22.9208 0.6 0.4 -0.3
C -2.2792 -1.1915 22.4437 -0.1 0.3 0.6
C -2.0387 -0.4470 21.1353 -0.1 0.6 0.9
N -1.6257 -1.4949 20.1763 -0.5 0.0 0.0
O -1.7161 -1.0173 18.8489 0.6 -0.1 -0.1
C -3.3843 0.1575 20.7252 0.0 0.1 -1.1
C -1.0350 0.7428 21.2900 0.1 -0.9 -1.2
C -0.4608 -3.4718 19.4141 -0.5 -0.6 0.1
H 1.0664 -0.8894 21.1151 0.8 -0.5 0.2
H 0.8360 -0.9079 19.4175 0.1 -0.1 -0.1
H 1.7437 -2.2483 19.9934 0.3 0.0 0.7
H -1.2625 -3.7747 21.8199 -0.1 0.1 -0.3
H 0.3723 -3.2810 22.1831 0.0 -0.2 -0.3
H -0.2451 -1.2924 23.1862 -0.1 0.2 -0.1
H -1.2962 -2.4801 23.8525 0.0 -0.3 -0.2
H -2.6176 -0.4780 23.2019 0.0 0.0 0.0
H -3.0999 -1.9038 22.3137 0.0 0.1 -0.2
H -3.3585 0.4717 19.6773 -0.1 -0.3 0.0
H -4.1833 -0.5694 20.8713 -0.1 0.1 -0.1
H -3.6261 1.0974 21.2191 0.1 -0.3 0.6
H -0.6688 0.9129 20.2696 0.2 0.3 0.1
H -1.5031 1.6787 21.5782 -0.1 -0.1 0.4
H -0.1557 0.5087 21.8850 -0.2 0.1 0.2
H 0.2761 -4.2556 19.5962 0.2 0.2 0.2
H -0.3931 -3.1879 18.3651 0.2 0.3 0.1
H -1.4217 -3.9739 19.5441 -0.1 -0.1 -0.1
H -0.9940 -0.3822 18.7043 -0.1 -0.1 0.0
C -8.4294 -2.7506 20.8317 -0.2 -0.4 1.3
C -7.0824 -3.3381 20.4397 -1.2 0.0 -1.5
C -7.1108 -4.8436 20.2120 0.3 0.3 1.4
O -6.7264 -2.7063 19.1796 0.8 0.4 0.5
H -8.3955 -1.6671 20.9311 0.1 0.0 -0.4
H -8.7433 -3.1059 21.8225 0.2 -0.1 0.0
H -9.2400 -3.0688 20.1754 0.2 0.2 -0.3
H -6.3355 -3.0920 21.1949 0.2 0.2 -0.3
H -7.1471 -5.3116 21.2026 -0.2 -0.2 -0.1
H -6.1665 -5.1451 19.7657 -0.2 -0.2 -0.4
H -7.9862 -5.1529 19.6466 0.2 -0.1 -0.3
H -7.2290 -3.1052 18.4599 0.0 -0.2 0.1
```
Positions in Å, forces in eV/Å.

Output
E_HOMO = -8.325 eV
relative energy (zero: lowest compared OMol25 entry of this formula, charge and spin) = 0.0 kcal/mol
max |F| = 2.3 eV/Å
net charge = 0

***

[2]
Molecular formula: C12H31CdN10
Method: DFT, ωB97M-V/def2-TZVPD

```
54
Properties=species:S:1:pos:R:3:forces:R:3
Cd -0.0713 -0.1083 0.3426 0.0 0.2 -0.6
N -1.0107 -2.4067 -0.1180 -0.2 0.2 -0.2
C -2.2555 -2.4387 -0.9132 0.2 0.1 0.3
C -2.1118 -1.5866 -2.1560 0.1 0.1 -0.1
N -1.8928 -0.1719 -1.8368 -0.1 0.1 0.1
C -1.2490 0.5321 -2.9462 0.0 -0.2 0.2
C -0.6038 1.8340 -2.5217 0.1 -0.1 0.3
N 0.4086 1.5931 -1.4661 -0.2 -0.3 -0.2
C -3.1421 0.4838 -1.4012 0.1 -0.2 -0.1
C -3.0129 1.4091 -0.1994 0.4 -0.2 0.1
N -2.2727 0.7419 0.8850 -0.1 0.0 -0.2
H -0.3532 -3.0849 -0.4763 0.1 0.0 -0.1
H -1.1690 -2.6537 0.8503 -0.1 0.0 0.1
H -3.0683 -2.0663 -0.2881 0.0 0.0 0.0
H -2.5387 -3.4437 -1.2112 0.0 -0.2 0.0
H -2.9824 -1.7294 -2.8087 0.0 0.0 0.0
H -1.2395 -1.9415 -2.7123 0.0 0.0 0.0
H -1.9535 0.7322 -3.7602 -0.1 0.0 -0.1
H -0.4736 -0.1223 -3.3600 0.0 0.0 0.1
H -1.3523 2.5239 -2.1401 0.0 0.0 0.1
H -0.1744 2.3015 -3.4023 0.2 0.1 -0.2
H 0.7800 2.4688 -1.1237 0.0 0.1 0.1
H 1.1977 1.0999 -1.8671 0.1 0.0 -0.1
H -3.8646 -0.2915 -1.1451 0.0 -0.1 0.0
H -3.5891 1.0454 -2.2255 0.0 0.1 -0.1
H -4.0131 1.7118 0.0993 -0.2 0.0 0.1
H -2.4727 2.3175 -0.4576 0.1 0.0 0.0
H -2.7750 -0.0656 1.2385 -0.1 -0.1 0.0
H -2.1658 1.3530 1.6829 0.0 0.1 0.1
N 1.7991 -1.5086 -1.4074 0.2 0.4 0.1
C 3.1061 -0.8607 -1.1520 -0.3 -0.1 0.0
C 3.4286 -0.9038 0.3284 -0.1 0.1 0.1
N 2.4111 -0.2433 1.1595 0.0 0.2 -0.1
C 2.8459 0.9316 1.9459 -0.1 -0.3 -0.1
C 2.1404 2.2077 1.5475 -0.3 -0.2 -0.2
N 0.6801 2.0373 1.6876 0.2 -0.1 0.0
H 1.5911 -1.4994 -2.3975 0.0 0.1 -0.1
H 1.8633 -2.4913 -1.1694 0.1 -0.1 0.1
H 3.9157 -1.3377 -1.6984 0.2 -0.1 -0.1
H 3.0646 0.1797 -1.4861 -0.1 0.0 0.0
H 3.5322 -1.9495 0.6270 0.0 0.0 0.1
H 4.4035 -0.4423 0.4867 0.1 0.0 0.0
H 1.9999 -0.9118 1.7925 0.0 -0.1 0.1
H 2.6621 0.7474 3.0057 0.0 -0.1 0.1
H 3.9175 1.0832 1.8389 0.2 0.0 0.0
H 2.5292 3.0244 2.1497 0.1 0.2 0.1
H 2.3720 2.4348 0.5030 -0.1 0.0 0.0
H 0.4640 1.7800 2.6476 0.0 0.0 0.0
H 0.2138 2.9193 1.5269 -0.1 0.2 -0.1
N 0.3710 -1.7547 6.9003 -0.1 0.4 -0.6
C 0.2543 -1.1969 5.8895 0.0 -0.3 -0.4
N 0.1395 -0.4957 4.7598 0.1 0.2 0.3
C -0.0558 -0.8129 3.5574 0.0 -0.4 0.2
N -0.2277 -0.9735 2.3951 0.0 -0.1 0.8
```
Positions in Å, forces in eV/Å.

Output
E_HOMO = -10.903 eV
relative energy (zero: lowest compared OMol25 entry of this formula, charge and spin) = 15.3 kcal/mol
max |F| = 0.8 eV/Å
net charge = +1

***

[3]
Molecular formula: C12H31MnNO6
Method: DFT, ωB97M-V/def2-TZVPD

```
51
Properties=species:S:1:pos:R:3:forces:R:3
Mn 0.2423 22.1669 16.7124 1.3 -1.4 1.1
C -3.1253 21.5277 19.1669 -0.7 -0.3 0.0
C -3.0636 21.8657 17.6551 0.8 -0.9 -0.3
O -1.7728 21.5588 17.1087 -1.4 0.5 0.7
H -2.9932 20.4573 19.3249 0.3 0.1 -0.1
H -4.1418 21.7287 19.5051 -0.2 0.0 -0.3
H -2.5252 22.0890 19.8832 0.5 0.1 -0.6
H -3.4550 22.8544 17.4155 0.7 0.5 0.3
H -3.7318 21.1965 17.1131 -0.2 -0.4 0.3
C 2.9135 21.1204 19.2963 -1.1 0.2 0.6
C 1.4952 20.5684 19.0179 -0.1 -0.5 -0.4
O 1.1682 20.4896 17.6738 -0.6 0.9 -1.1
H 3.7868 20.5648 18.9546 -0.5 -0.4 -0.3
H 2.9817 21.1648 20.3833 0.3 0.3 0.1
H 2.9689 22.1244 18.8757 0.2 0.2 0.2
H 0.6637 21.1098 19.4690 0.4 1.0 0.8
H 1.3482 19.6300 19.5526 0.5 -0.7 -0.2
C 0.5795 19.7560 14.4276 -0.3 0.1 0.1
O 0.1635 21.0896 14.8529 -0.1 -1.2 0.2
C -0.2873 21.8587 13.7772 0.0 1.1 -1.5
C -1.0513 23.1049 14.2092 0.7 0.2 1.4
N -0.2537 23.7571 15.2777 -1.6 0.2 0.8
C -1.0155 24.8508 15.9855 1.8 0.4 0.3
C -0.3257 25.1696 17.3389 -1.3 -0.3 -1.0
O -0.1448 23.9167 18.0025 0.7 1.6 0.4
C 0.3677 24.1478 19.3095 -0.1 -0.4 1.0
H 1.4876 19.8063 13.8267 0.0 0.2 -0.1
H -0.2365 19.3381 13.8380 0.1 -0.1 0.0
H 0.7723 19.1034 15.2790 -0.1 0.6 0.3
H -0.9067 21.3101 13.0677 0.0 -0.4 0.1
H 0.6010 22.1835 13.2353 0.1 0.1 -0.4
H -1.9992 22.8319 14.6730 -0.2 0.0 -0.3
H -1.1498 23.8735 13.4427 -0.5 -0.6 -0.6
H 0.5142 24.2098 14.8028 0.2 0.2 0.1
H -2.0613 24.6494 16.2176 0.1 -0.5 -0.5
H -0.9030 25.7473 15.3759 -0.6 0.2 0.0
H -1.0127 25.7713 17.9339 -0.2 0.0 0.1
H 0.5562 25.8006 17.2285 0.6 -0.6 0.0
H 1.4020 24.4767 19.4107 0.5 -0.7 -0.8
H 0.1788 23.2085 19.8293 0.3 0.3 0.3
H -0.0875 24.9968 19.8195 -1.0 -0.2 -0.1
C 2.9662 23.1760 15.2194 -0.6 0.5 -1.2
C 3.0761 24.6025 14.6463 0.7 -0.9 0.8
O 1.8723 25.0944 14.0266 1.4 -0.2 0.2
O 2.3298 23.1180 16.4876 0.6 0.3 -0.1
H 3.9499 22.7075 15.1888 0.1 0.1 0.5
H 2.3568 22.5596 14.5585 -0.1 0.1 -0.2
H 3.9354 24.5944 13.9758 -0.3 -0.1 -0.6
H 3.4252 25.2727 15.4319 -0.4 0.2 0.4
H 2.2606 25.7268 13.4177 -0.7 0.4 -0.4
H 3.0332 23.1901 17.1370 -0.2 -0.2 0.5
```
Positions in Å, forces in eV/Å.

Output
E_HOMO (spin up / spin down) = -10.646 / -10.427 eV
multiplicity = 7
max |F| = 2.2 eV/Å
net charge = +1

***

[4]
Molecular formula: C12H31N2O17PS4
Method: DFT, ωB97M-V/def2-TZVPD

```
67
Properties=species:S:1:pos:R:3:forces:R:3
N -1.6068 -0.2813 0.0573 0.7 1.9 -2.9
P -0.8775 0.2511 -1.2959 -0.3 -2.1 4.5
O 0.6551 0.9622 -0.7570 -1.9 -1.9 -4.3
O -0.5108 -1.1086 -2.3291 -0.8 3.7 0.0
C -1.9479 1.4817 -2.3199 -0.1 0.7 0.0
C -0.9441 1.9946 -3.5136 -1.6 -1.0 -1.5
O -0.4943 3.3907 -3.3896 -1.1 -1.2 -1.2
N 0.2341 3.5961 -2.2780 2.1 2.9 1.4
O 0.6630 4.7371 -2.2080 -1.6 -3.5 -0.6
C -2.7934 2.6545 -1.5465 -0.5 2.5 1.4
O -4.2280 2.6533 -1.9839 1.2 -3.4 -1.6
S -4.5840 0.9867 -2.1894 -6.1 -0.8 4.0
O -4.9801 0.5679 -0.7482 3.2 1.1 -4.5
O -5.8222 0.5781 -3.0254 5.9 2.2 1.1
O -3.0406 0.5680 -2.7916 -0.8 1.1 0.3
H -2.5295 0.2043 0.1012 0.6 -0.6 0.1
H 1.2493 0.8944 -1.5823 -0.8 0.4 1.8
H -0.8791 -0.9143 -3.2419 0.6 -0.6 1.3
H -1.5756 1.9352 -4.5249 1.5 0.4 2.2
H -0.0623 1.2316 -3.6384 -1.4 1.7 0.3
H -2.5058 3.7885 -1.7721 -0.1 -2.8 0.1
H -2.9185 2.6285 -0.3831 1.1 -0.6 -2.1
O 1.9222 -1.7885 -4.4423 0.8 -0.1 0.1
S 2.9589 -2.2681 -3.5549 0.4 -0.5 0.6
O 4.3288 -1.8061 -3.6525 -1.3 -0.2 -0.3
O 2.9527 -3.8971 -3.5624 -0.3 1.3 0.6
C 3.1082 -4.5711 -4.8051 0.4 -0.5 -1.0
C 4.5399 -4.4985 -5.3039 0.3 0.3 -0.1
C 2.4210 -2.0391 -1.8791 0.0 -0.4 0.0
H 2.4092 -4.1747 -5.5482 0.0 0.1 0.2
H 2.8425 -5.6206 -4.6393 -0.1 0.3 0.3
H 4.8230 -3.4699 -5.5458 -0.1 -0.2 0.0
H 4.6691 -5.1013 -6.2074 -0.1 0.0 0.1
H 5.2351 -4.8527 -4.5358 -0.1 0.0 -0.1
H 1.4008 -2.4108 -1.7784 0.2 0.0 0.0
H 2.4534 -0.9682 -1.6627 0.1 -0.2 -0.2
H 3.1014 -2.5720 -1.2122 -0.1 0.1 -0.1
O 0.6876 -2.8270 1.2552 1.0 0.1 0.6
S 1.5844 -2.1160 2.1398 -0.2 0.5 0.3
O 3.0107 -2.3712 2.1561 -1.1 -0.2 -0.2
O 1.0163 -2.2145 3.6633 0.2 0.7 -1.0
C 0.7954 -3.5028 4.2238 0.1 -1.0 0.4
C 2.1020 -4.1853 4.5859 0.3 -0.1 -0.2
C 1.3417 -0.3727 1.9111 0.0 -0.1 0.3
H 0.2003 -4.1214 3.5445 0.1 0.2 -0.1
H 0.2036 -3.3623 5.1346 0.0 0.3 -0.3
H 2.6946 -4.4047 3.6929 -0.1 0.0 0.1
H 1.9175 -5.1305 5.1044 -0.1 0.1 0.0
H 2.7106 -3.5391 5.2268 -0.1 -0.1 0.0
H 0.2731 -0.1565 1.9277 0.1 -0.1 -0.1
H 1.7644 -0.1025 0.9400 -0.1 -0.2 0.3
H 1.8642 0.1652 2.7045 0.0 -0.2 -0.1
O -2.2923 3.2054 1.6331 -0.3 0.5 0.6
S -2.9024 3.2833 2.9424 -0.3 -0.1 1.0
O -3.8347 4.3352 3.2946 1.0 -0.7 -0.7
O -1.7356 3.2145 4.0770 -1.1 -0.6 -0.8
C -0.6897 4.1773 4.0349 0.7 1.0 0.0
C -1.1675 5.5409 4.5001 -0.3 0.3 -0.1
C -3.6721 1.7250 3.3024 0.1 0.0 0.1
H -0.2557 4.2308 3.0314 -0.1 -0.1 0.0
H 0.0990 3.8280 4.7097 -0.3 -0.3 -0.1
H -1.9105 5.9557 3.8126 0.1 -0.1 0.1
H -0.3345 6.2474 4.5570 0.0 -0.2 0.0
H -1.6426 5.4688 5.4839 0.1 0.0 -0.1
H -2.9725 0.9207 3.0728 0.0 0.1 0.0
H -4.5616 1.6400 2.6729 0.2 0.2 0.0
H -3.9607 1.7068 4.3550 0.1 0.1 -0.2
```
Positions in Å, forces in eV/Å.

Output
E_HOMO = -9.623 eV
SMILES = N=P(O)(O)[C@]1(CON=O)COS(=O)(=O)O1.CCOS(C)(=O)=O.CCOS(C)(=O)=O.CCOS(C)(=O)=O
relative energy (zero: lowest compared OMol25 entry of this formula, charge and spin) = 128.4 kcal/mol
max |F| = 7.3 eV/Å
net charge = 0